# 1
An isolated molecule of C4H7NO2, computed with ωB97M-V/def2-TZVPD.

Cartesian coordinates (Å):
O -1.94056 -1.11287 0.13006
C -1.19870 -0.23860 -0.22445
C -1.19121 1.28254 -0.16946
N 0.17701 1.26142 -0.74629
C 0.23295 -0.22003 -0.77184
C 1.17658 -0.93173 0.17601
O 1.05559 -0.41499 1.48826
H -1.27037 1.66837 0.85460
H -1.93522 1.77948 -0.80292
H 0.85349 1.64847 -0.09600
H 0.35729 -0.63869 -1.77783
H 0.84405 -1.98539 0.20491
H 2.22417 -0.91971 -0.13834
H 0.61492 -1.17827 1.87329

Calculated values
F_max = 1.23 eV Å⁻¹
SMILES string = O=C1CN[C@H]1CO
total charge = 0
E_HOMO = -9.570 eV

# 2
An isolated molecule of C4H7NO2, computed with ωB97M-V/def2-TZVPD.

Cartesian coordinates (Å):
C -0.92708 1.20407 0.18690
C -0.56262 -0.24940 0.30904
O -1.24555 -0.83712 1.35832
C -0.18892 -1.00091 -0.89580
N 0.81562 -0.77856 0.16831
C 1.87368 0.12297 -0.08117
O 1.86553 1.01048 -0.89746
H -2.01301 1.23365 0.06257
H -0.45966 1.66982 -0.67926
H -0.67142 1.76469 1.08838
H -0.69910 -1.58176 1.64474
H -0.05884 -0.42824 -1.81188
H -0.47984 -2.04253 -1.01081
H 2.75121 -0.08716 0.55814

Calculated values
F_max = 0.53 eV Å⁻¹
SMILES string = C[C@@]1(O)CN1C=O
total charge = 0
E_HOMO = -10.055 eV

Copy entry 1 word for word.
An isolated molecule of C4H7NO2, computed with ωB97M-V/def2-TZVPD.

Cartesian coordinates (Å):
O -1.94056 -1.11287 0.13006
C -1.19870 -0.23860 -0.22445
C -1.19121 1.28254 -0.16946
N 0.17701 1.26142 -0.74629
C 0.23295 -0.22003 -0.77184
C 1.17658 -0.93173 0.17601
O 1.05559 -0.41499 1.48826
H -1.27037 1.66837 0.85460
H -1.93522 1.77948 -0.80292
H 0.85349 1.64847 -0.09600
H 0.35729 -0.63869 -1.77783
H 0.84405 -1.98539 0.20491
H 2.22417 -0.91971 -0.13834
H 0.61492 -1.17827 1.87329

Calculated values
F_max = 1.23 eV Å⁻¹
SMILES string = O=C1CN[C@H]1CO
total charge = 0
E_HOMO = -9.570 eV

Number 2 is which compound? C4H7NO2

Look up the total charge of the first one. 0

Look up the F_max of the first one. 1.23 eV Å⁻¹